Run 1
Here is a 4-piece molecular cluster, C4H15NO3 overall from the Open Molecules 2025 dataset. Energies are from ωB97M-V with the def2-TZVPD basis set.

Geometry as XYZ:
```
23
C4H15NO3 | the Open Molecules 2025 dataset | ωB97M-V with the def2-TZVPD basis set
C -2.51095 1.67261 -0.34121
C -1.06714 1.91599 0.09549
C -0.89252 1.48049 1.53161
C -1.10995 2.37375 2.54436
N -0.38229 0.22985 1.76827
H -2.88124 0.65013 -0.29983
H -3.12416 2.24046 0.36052
H -2.68579 2.17993 -1.30152
H -0.47337 1.23510 -0.60735
H -0.57672 2.84880 -0.14099
H -1.59341 3.32743 2.36076
H -1.09485 2.16435 3.62589
H -0.18498 -0.22956 0.87647
H -1.00474 -0.31224 2.36438
H 0.60417 -1.81593 -1.30367
H 1.26377 -0.28238 -1.41461
O 0.68003 -0.90211 -0.98579
H 2.62789 -1.90397 1.83015
H 1.68297 -2.89315 2.61704
O 2.29063 -2.80569 1.88333
H 2.80593 -2.52322 -5.48954
H 1.80687 -1.65755 -4.67330
O 1.90045 -2.47388 -5.17258
```

- multiplicity = 2
- <S²> = 0.7633
- total charge = +1
- HOMO energy (alpha / beta) (eV) = -13.6 / -13.6


Run 2
Here is a 4-piece molecular cluster, C4H15NO3 overall from the Open Molecules 2025 dataset. Energies are from ωB97M-V with the def2-TZVPD basis set.

Geometry as XYZ:
```
23
C4H15NO3 | the Open Molecules 2025 dataset | ωB97M-V with the def2-TZVPD basis set
C -1.00056 -0.28097 0.17708
C 0.31144 -1.05297 0.19829
C 0.53219 -2.10022 -0.69218
C 1.05962 0.45650 2.02020
N 1.18591 -0.73858 1.16257
H -1.65901 -0.62727 -0.59941
H -0.93344 0.80132 -0.00838
H -1.38643 -0.42985 1.18632
H -0.19365 -2.33512 -1.45311
H 1.52596 -2.51774 -0.81013
H 0.08287 0.89045 1.91273
H 1.80868 1.15644 1.68778
H 1.23386 0.19615 3.05346
H 2.13904 -1.07705 1.07824
H -0.09171 1.17815 -3.83459
H 0.61189 0.52915 -2.57883
O 0.44270 1.33863 -3.06792
H 1.15878 2.60724 -1.86471
H 2.33864 3.26358 -1.12098
O 1.39112 3.08789 -1.04444
H -3.98686 -1.93097 1.19705
H -2.81239 -1.21016 1.60970
O -3.75865 -1.20460 1.79125
```

- multiplicity = 2
- <S²> = 0.7700
- total charge = +1
- HOMO energy (alpha / beta) (eV) = -14.1 / -14.1


Run 3
Here is a 3-piece molecular cluster, C4H15NO3 overall from the Open Molecules 2025 dataset. Energies are from ωB97M-V with the def2-TZVPD basis set.

Geometry as XYZ:
```
23
C4H15NO3 | the Open Molecules 2025 dataset | ωB97M-V with the def2-TZVPD basis set
C 1.96915 -1.80172 0.26210
C 0.48108 -1.80053 0.68490
N 0.09901 -0.38340 0.79437
C -0.89149 0.14209 -0.08241
C -2.31932 0.24337 0.65035
O -2.35995 1.46242 1.37231
H 2.53399 -1.09561 0.85733
H 2.36447 -2.80443 0.41826
H 1.97124 -1.60225 -0.80701
H -0.19390 -2.33507 0.01576
H 0.23558 -2.30779 1.62738
H 0.92468 0.17631 1.03306
H -0.66247 1.19219 -0.19810
H -0.98846 -0.55231 -0.89988
H -2.46972 -0.52779 1.40115
H -2.99994 0.28176 -0.19232
H -1.59320 1.49536 1.93423
H -0.57774 -0.02028 -3.55794
H 1.01905 0.15949 -3.79304
O 0.29295 0.12281 -3.19353
H 1.84187 2.05181 -0.56291
H 2.45053 2.17384 0.98639
O 2.01787 1.68695 0.29962
```

- multiplicity = 2
- <S²> = 0.7550
- total charge = +1
- HOMO energy (alpha / beta) (eV) = -14.5 / -14.6


Preferred: run 2; penalty for the next structure: 34.5 kJ/mol.


Run 1
Here is an isolated ion of composition C5H4NO3 and charge -1 from the Open Molecules 2025 dataset. Energies are from ωB97M-V with the def2-TZVPD basis set.

Geometry as XYZ:
```
13
C5H4NO3 | the Open Molecules 2025 dataset | ωB97M-V with the def2-TZVPD basis set
C 2.18360 1.18635 0.09035
C 1.22112 0.13852 -0.23906
C 4.30941 0.41950 -0.86806
C 5.57592 -0.29467 -0.02815
C -0.97717 -0.59884 -0.05018
N 3.37460 0.91586 -0.34904
O 5.81909 -1.44470 -0.32421
O 5.90307 0.46955 0.84450
O -0.08589 0.49882 0.19764
H 2.16741 2.22139 0.58601
H -0.29822 -1.31728 -0.59276
H -1.87267 -0.30826 -0.68094
H -1.45525 -0.89758 0.90736
```

- total charge = -1
- HOMO energy (eV) = -4.2


Run 2
Here is an isolated ion of composition C5H4NO3 and charge -1 from the Open Molecules 2025 dataset. Energies are from ωB97M-V with the def2-TZVPD basis set.

Geometry as XYZ:
```
13
C5H4NO3 | the Open Molecules 2025 dataset | ωB97M-V with the def2-TZVPD basis set
C -2.59713 -0.16817 -0.01486
C -1.32314 1.53968 -0.00772
C -1.72651 -1.22444 0.04319
C -0.07022 0.80713 -0.27584
C -0.22884 -0.68850 0.19482
N -3.85055 -0.21422 -0.12281
O -1.59749 2.68803 0.17899
O -1.83649 -2.45106 0.07126
O -4.63334 0.76984 -0.04209
H 0.06078 0.78545 -1.41781
H 0.90417 0.97978 0.20429
H -0.22953 -0.68860 1.25678
H 0.48667 -1.27914 -0.26330
```

- total charge = -1
- HOMO energy (eV) = -3.1


Preferred: run 1; penalty for the next structure: 24.5 kJ/mol.


Run 1
Here is an isolated ion of composition H2N3O2S and charge -1 from the Open Molecules 2025 dataset. Energies are from ωB97M-V with the def2-TZVPD basis set.

Geometry as XYZ:
```
8
H2N3O2S | the Open Molecules 2025 dataset | ωB97M-V with the def2-TZVPD basis set
N 0.29079 -1.67193 -0.78807
N 0.61489 -0.55123 -0.60436
N -0.26005 0.42983 0.13358
O 0.92213 1.01945 0.82662
O -0.73690 1.15670 -0.76945
S -1.30904 -0.25299 1.28868
H -0.60089 -1.98727 -0.37964
H 1.07907 1.85743 0.29264
```

- total charge = -1
- HOMO energy (eV) = -3.5
- structure (SMILES) = [H]/N=N\[N@+]([O-])(O)[S-]


Run 2
Here is an isolated ion of composition H2N3O2S and charge -1 from the Open Molecules 2025 dataset. Energies are from ωB97M-V with the def2-TZVPD basis set.

Geometry as XYZ:
```
8
H2N3O2S | the Open Molecules 2025 dataset | ωB97M-V with the def2-TZVPD basis set
N -0.88961 0.27498 0.41393
N 0.38209 -0.46420 0.23912
N 1.46726 0.49086 -0.41557
O 0.35472 -1.10270 -0.98102
O 0.61745 -1.05254 1.28306
S 0.91533 1.82854 -0.87291
H -1.37709 0.44693 -0.43889
H -1.47015 -0.42188 0.77228
```

- total charge = -1
- HOMO energy (eV) = -3.4
- structure (SMILES) = N[N+]([O-])([O-])N=S


Preferred: run 1; penalty for the next structure: 137.8 kJ/mol.


Run 1
Here is C2H3N2O2 as an isolated structure from the Open Molecules 2025 dataset. Energies are from ωB97M-V with the def2-TZVPD basis set.

Geometry as XYZ:
```
9
C2H3N2O2 | the Open Molecules 2025 dataset | ωB97M-V with the def2-TZVPD basis set
C 1.09709 0.11620 -0.10351
C -0.01888 0.07506 -1.08634
N 0.80490 0.23048 1.11027
N -1.87784 -0.79867 0.72943
O -2.71182 -0.16151 1.06155
O -1.18589 -0.15733 -0.85204
H 2.10166 0.09073 -0.53660
H 0.24703 0.31306 -2.12934
H 1.54375 0.29198 1.80658
```

- total charge = +1
- HOMO energy (eV) = -15.6


Run 2
Here is a 2-piece molecular cluster, C2H3N2O2 overall from the Open Molecules 2025 dataset. Energies are from ωB97M-V with the def2-TZVPD basis set.

Geometry as XYZ:
```
9
C2H3N2O2 | the Open Molecules 2025 dataset | ωB97M-V with the def2-TZVPD basis set
C -0.92311 -0.24085 0.04290
C 2.51221 -0.07146 -0.11877
N -2.18121 -0.04389 0.28854
N 0.05257 0.59340 -0.06870
O 2.80389 -0.84268 0.65923
O -3.30605 -0.20941 0.02692
H -0.74830 -1.32005 0.15571
H 1.96904 0.54486 -0.94531
H -0.17904 1.59007 -0.04053
```

- total charge = +1
- HOMO energy (alpha / beta) (eV) = -13.4 / -13.3


Preferred: run 1; penalty for the next structure: 223.0 kJ/mol.


Run 1
Here is an isolated molecule of C2H5N3OS2 from the Open Molecules 2025 dataset. Energies are from ωB97M-V with the def2-TZVPD basis set.

Geometry as XYZ:
```
13
C2H5N3OS2 | the Open Molecules 2025 dataset | ωB97M-V with the def2-TZVPD basis set
C 1.45185 -0.88990 -0.30434
C -0.68948 0.36021 -0.11027
H 2.36751 1.30619 0.24934
H 1.01943 2.14567 -0.41737
H 0.88212 -1.76358 -0.50293
H -1.01864 -1.48424 0.80214
H -3.51490 0.02325 0.73437
N 1.33884 1.42592 0.27628
N 0.70020 0.23143 -0.07890
N -1.38292 -0.81085 0.14178
O -1.20378 1.38938 -0.48286
S 3.06639 -1.00911 -0.14840
S -3.01661 -0.92437 -0.15883
```

- total charge = 0
- HOMO energy (eV) = -9.1
- structure (SMILES) = NN(C=S)C(=O)NS


Run 2
Here is C2H5N3OS2 as an isolated structure from the Open Molecules 2025 dataset. Energies are from ωB97M-V with the def2-TZVPD basis set.

Geometry as XYZ:
```
13
C2H5N3OS2 | the Open Molecules 2025 dataset | ωB97M-V with the def2-TZVPD basis set
C 0.07563 0.37325 -0.19440
C -1.47573 0.38915 -0.71025
H 2.00184 1.38822 2.15499
H 0.97287 -0.33955 2.54463
H 1.31962 -1.02450 0.23196
H -0.29403 -2.03012 -2.60672
H -1.66079 1.57115 0.56829
N 1.33696 0.37299 1.74031
N 0.18760 0.82917 1.02555
N 0.69220 -0.81844 -0.72585
O -2.28508 1.44332 -0.19152
S 1.25751 -1.44921 -2.14910
S -2.12859 -0.70544 -1.68787
```

- total charge = 0
- HOMO energy (eV) = -8.7


Preferred: run 1; penalty for the next structure: 462.8 kJ/mol.


Run 1
Here is CH2N2O2S as an isolated structure from the Open Molecules 2025 dataset. Energies are from ωB97M-V with the def2-TZVPD basis set.

Geometry as XYZ:
```
8
CH2N2O2S | the Open Molecules 2025 dataset | ωB97M-V with the def2-TZVPD basis set
C 1.87305 0.64956 0.43870
N 2.26697 1.52997 1.06361
N -1.42212 -0.03399 -0.49259
O 0.11541 -0.82624 1.32402
O 1.13014 -0.35046 -0.92080
S -0.04327 -1.04300 -0.10281
H -2.14496 0.14517 0.11633
H -1.77522 -0.07100 -1.42645
```

- total charge = 0
- HOMO energy (alpha / beta) (eV) = -10.5 / -10.5


Run 2
Here is an isolated molecule of CH2N2O2S from the Open Molecules 2025 dataset. Energies are from ωB97M-V with the def2-TZVPD basis set.

Geometry as XYZ:
```
8
CH2N2O2S | the Open Molecules 2025 dataset | ωB97M-V with the def2-TZVPD basis set
C 0.22816 -0.03592 -1.29492
N -0.46016 -0.93275 -0.92319
N 0.43964 1.18666 0.62076
O 0.37031 -1.97734 1.22750
O -0.58217 0.42413 1.17905
S -0.75842 -1.16247 0.91313
H 0.77531 0.43129 -2.07257
H -0.01267 2.06640 0.35024
```

- total charge = 0
- HOMO energy (alpha / beta) (eV) = -8.9 / -8.9


Preferred: run 1; penalty for the next structure: 40.3 kJ/mol.


Run 1
Here is CH2BrF2P as an isolated structure from the Open Molecules 2025 dataset. Energies are from ωB97M-V with the def2-TZVPD basis set.

Geometry as XYZ:
```
7
CH2BrF2P | the Open Molecules 2025 dataset | ωB97M-V with the def2-TZVPD basis set
C -0.31796 -0.60285 -0.42259
F -1.02130 -1.76690 -0.06775
F -1.15367 0.43413 -0.47162
P 0.85946 0.06262 1.02990
Br 1.85820 1.52091 -0.29793
H 0.23410 -0.82902 -1.41282
H -0.45883 1.18112 1.64283
```

- total charge = 0
- HOMO energy (eV) = -9.7


Run 2
Here is an isolated molecule of CH2BrF2P from the Open Molecules 2025 dataset. Energies are from ωB97M-V with the def2-TZVPD basis set.

Geometry as XYZ:
```
7
CH2BrF2P | the Open Molecules 2025 dataset | ωB97M-V with the def2-TZVPD basis set
C -0.57815 0.43656 -0.87511
F -1.68184 0.82481 -1.59545
F 0.47339 0.34764 -1.76745
P -0.42942 1.63564 0.57254
Br -1.92918 0.47585 1.58962
H -0.81790 -0.49011 -0.54366
H 0.66231 0.72455 0.99519
```

- total charge = 0
- HOMO energy (eV) = -10.4
- structure (SMILES) = FC(F)PBr


Preferred: run 2; penalty for the next structure: 99.6 kJ/mol.


Run 1
Here is an isolated ion of composition C7H15N4 and charge +1 from the Open Molecules 2025 dataset. Energies are from ωB97M-V with the def2-TZVPD basis set.

Geometry as XYZ:
```
26
C7H15N4 | the Open Molecules 2025 dataset | ωB97M-V with the def2-TZVPD basis set
C -2.20884 1.08208 0.51918
C 2.75057 1.10563 1.18220
C 3.16275 0.34470 0.14906
C -0.52618 1.71645 -1.17144
C -1.13753 -1.28666 0.50741
C -2.22036 -1.53396 -0.59067
C 2.40082 -0.74491 -0.61538
N -1.48479 0.04497 1.17688
N 0.02957 -1.05796 -0.34933
N -1.79098 1.73381 -0.66140
N 1.19277 -1.15462 0.12821
H -3.27978 1.15919 0.79728
H 3.43364 1.60236 1.78634
H 1.69499 1.02610 1.50358
H 4.15001 0.37908 -0.25856
H 0.30136 1.24164 -0.61569
H -0.35363 2.04537 -2.21831
H -0.80797 -1.91633 1.34192
H -3.18352 -1.33917 -0.15281
H -2.18500 -2.61212 -0.93623
H -1.93433 -0.81636 -1.30302
H 3.06264 -1.55660 -0.74681
H 1.88671 -0.32767 -1.56573
H -1.97332 -0.01648 2.18731
H -2.43170 2.30285 -1.18521
H 1.45211 -1.42138 1.09123
```

- total charge = +1
- HOMO energy (alpha / beta) (eV) = -12.0 / -10.6


Run 2
Here is an isolated ion of composition C7H15N4 and charge +1 from the Open Molecules 2025 dataset. Energies are from ωB97M-V with the def2-TZVPD basis set.

Geometry as XYZ:
```
26
C7H15N4 | the Open Molecules 2025 dataset | ωB97M-V with the def2-TZVPD basis set
C 0.32207 -0.95310 2.60019
C 0.05928 1.73676 0.30566
C 2.22730 0.97911 -0.32647
C -1.32500 1.14319 0.66142
C -0.23011 -1.05715 0.42441
C -0.94140 -2.26954 -0.23485
C 0.46123 0.78159 -1.94324
N -0.71515 -0.12631 2.54882
N 0.65741 -1.56410 1.46538
N 0.90287 0.97579 -0.60354
N -1.22248 -0.15348 1.27448
H 0.94075 -1.09212 3.50038
H -0.02923 2.76208 -0.26567
H 0.54904 1.94002 1.26440
H 2.74736 1.53740 0.39736
H 2.89512 0.38162 -0.96225
H -1.95116 1.82708 1.27938
H -1.83343 1.05584 -0.32685
H -0.28435 -3.10341 -0.21361
H -1.29801 -2.10235 -1.23817
H -1.91048 -2.45814 0.33746
H 1.11671 1.34291 -2.77278
H 0.41535 -0.30532 -2.38919
H -0.52583 1.29692 -1.99099
H 1.45462 -2.21799 1.30632
H -2.22437 -0.53959 1.08675
```

- total charge = +1
- HOMO energy (alpha / beta) (eV) = -10.4 / -11.3


Preferred: run 2; penalty for the next structure: 26.9 kJ/mol.